Formula: C5H33NO13
Source: the Open Molecules 2025 dataset
Level of theory: wB97M-V/def2-TZVPD

Last column: Mulliken charge in e.
CARTESIAN COORDINATES (ANGSTROEM)
O (-3.05, 0.61, 1.51)  -0.691
C (-2.57, 1.17, 0.55)  0.208
O (-2.99, 2.38, 0.18)  -0.454
C (-1.35, 0.74, -0.25)  0.507
C (-0.06, 0.91, 0.57)  -0.197
C (1.12, 0.07, 0.12)  0.764
C (2.37, 0.73, -0.46)  -1.008
N (-1.56, -0.57, -0.77)  -0.229
H (-3.71, 2.83, 0.70)  0.364
H (-1.32, 1.25, -1.26)  0.139
H (0.24, 1.99, 0.53)  0.244
H (-0.16, 0.74, 1.63)  0.510
H (1.45, -0.70, 0.87)  0.026
H (0.78, -0.50, -0.76)  -0.979
H (2.80, 1.32, 0.41)  0.065
H (2.53, 1.18, -1.45)  0.377
H (3.19, -0.03, -0.46)  0.438
H (-0.82, -0.94, -1.38)  0.086
H (-1.78, -1.29, -0.10)  0.142
H (2.03, -3.81, -2.21)  0.325
H (0.79, -3.03, -1.93)  0.356
O (1.45, -3.18, -2.62)  -0.709
H (1.38, 4.35, 0.93)  0.271
H (2.59, 4.20, 1.83)  0.253
O (1.79, 3.73, 1.53)  -0.523
H (-1.18, 3.49, 0.35)  0.314
H (-0.19, 3.25, -0.79)  0.447
O (-0.36, 3.85, -0.06)  -0.707
H (-3.45, 1.03, -3.05)  0.289
H (-3.06, -0.34, -2.40)  0.347
O (-3.32, 0.10, -3.23)  -0.661
H (1.94, -1.39, -2.43)  0.341
H (1.96, -0.75, -3.78)  0.284
O (1.98, -0.52, -2.87)  -0.578
H (-1.97, -0.69, 2.50)  0.336
H (-2.60, -1.98, 3.07)  0.283
O (-1.79, -1.46, 3.06)  -0.694
H (1.12, -4.81, 0.96)  0.273
H (0.86, -3.32, 1.06)  0.400
O (0.81, -4.11, 0.42)  -0.624
H (1.01, -1.45, 2.95)  0.280
H (-0.16, -2.38, 2.82)  0.432
O (0.79, -2.36, 2.62)  -0.721
H (-2.31, -4.58, 0.15)  0.243
H (-0.99, -3.80, -0.35)  0.309
O (-1.85, -3.77, 0.04)  -0.600
H (0.55, 1.80, -2.56)  0.312
H (1.57, 2.79, -2.14)  0.364
O (0.63, 2.75, -2.30)  -0.713
H (1.93, 1.58, 2.00)  0.036
H (1.28, 1.80, 3.45)  0.320
O (1.60, 1.17, 2.81)  -0.597

## Properties
* orbital gap: 9.90 eV
* ΔE to the lowest compared entry with this formula, charge and spin: 286.2 kJ/mol
* SMILES: CCC[C@@H](N)C(=O)O.O.O.O.O.O.O.O.O.O.O.O
* total charge: 0
* E_LUMO: 0.30 eV

***

Formula: C5H33NO13
Source: the Open Molecules 2025 dataset
Level of theory: wB97M-V/def2-TZVPD

Last column: Löwdin spin population.
CARTESIAN COORDINATES (ANGSTROEM)
C (-0.50, 2.86, -0.62)  0.103
N (-0.74, 1.73, 0.29)  0.660
C (-1.95, 1.00, 0.09)  0.041
O (-1.92, 0.12, -0.99)  0.058
C (0.98, 3.14, -0.77)  0.009
C (1.67, 3.50, 0.57)  0.011
C (3.13, 3.16, 0.67)  0.000
O (3.60, 2.15, 0.20)  0.003
H (-1.05, 2.61, -1.54)  0.039
H (-0.96, 3.80, -0.29)  0.032
H (0.10, 1.11, 0.32)  0.013
H (-2.81, 1.67, 0.03)  0.000
H (-2.17, 0.50, 1.06)  0.017
H (-2.29, -0.76, -0.82)  0.001
H (1.49, 2.25, -1.13)  0.000
H (1.10, 4.04, -1.40)  0.003
H (1.14, 2.97, 1.40)  0.004
H (1.41, 4.49, 0.92)  0.000
H (3.81, 3.83, 1.22)  0.000
H (-3.95, 2.15, -2.17)  0.000
H (-3.28, 0.76, -1.79)  0.001
O (-3.84, 1.24, -2.44)  0.002
H (1.77, 0.42, -0.38)  0.000
H (2.49, 0.57, 0.89)  0.000
O (1.69, 0.13, 0.54)  -0.002
H (0.26, 0.21, -3.62)  0.000
H (1.20, -0.92, -3.19)  0.000
O (1.06, -0.25, -3.88)  0.000
H (1.73, -1.48, 2.60)  0.000
H (0.99, -2.79, 2.32)  0.000
O (1.74, -2.43, 2.81)  0.000
H (-1.58, -3.26, -1.70)  0.000
H (-0.41, -4.00, -0.89)  0.000
O (-0.81, -3.13, -1.12)  0.000
H (1.71, -3.75, -1.43)  0.000
H (2.05, -5.05, -0.82)  0.000
O (1.30, -4.63, -1.26)  0.000
H (1.60, -1.24, -0.75)  0.000
H (0.43, -2.06, -1.33)  0.000
O (1.41, -1.98, -1.36)  0.000
H (1.18, -0.66, 3.98)  0.000
H (-0.14, -0.72, 3.18)  0.000
O (0.27, -0.36, 3.97)  0.000
H (-3.90, -3.91, -1.80)  0.000
H (-3.87, -2.84, -2.84)  0.000
O (-3.26, -3.39, -2.32)  0.000
H (-0.88, -3.06, 0.60)  0.000
H (-0.73, -1.68, 1.27)  0.000
O (-0.85, -2.61, 1.48)  0.000
H (0.02, 2.69, 4.67)  0.000
H (0.31, 1.46, 3.78)  0.000
O (0.22, 2.43, 3.75)  0.004

## Properties
* orbital gap (spin up / spin down): 10.65 / 5.32 eV
* ΔE to the lowest compared entry with this formula, charge and spin: 113.6 kJ/mol
* total charge: +1
* spin multiplicity: 2
* E_LUMO (spin up / spin down): -3.07 / -8.40 eV

***

Formula: C5H34N2O12
Source: the Open Molecules 2025 dataset
Level of theory: wB97M-V/def2-TZVPD

Last column: Mulliken charge in e.
CARTESIAN COORDINATES (ANGSTROEM)
C (-2.16, -0.87, -1.60)  -0.792
N (-0.80, -1.17, -2.02)  -0.195
C (0.68, 2.10, -3.57)  -1.234
C (-0.20, 0.86, -3.53)  -0.556
C (-0.05, 0.07, -2.24)  1.031
C (1.41, -0.43, -1.96)  0.211
N (2.28, 0.43, -1.35)  -0.258
O (1.84, -1.51, -2.32)  -0.637
H (-2.72, -1.80, -1.43)  0.367
H (-2.83, -0.33, -2.29)  0.313
H (-2.13, -0.49, -0.59)  0.000
H (-0.70, -1.76, -2.84)  0.350
H (0.29, 3.00, -3.10)  0.345
H (1.59, 2.09, -2.96)  0.332
H (1.05, 2.33, -4.56)  0.342
H (-1.24, 1.22, -3.63)  0.299
H (-0.11, 0.25, -4.44)  0.423
H (-0.32, 0.79, -1.46)  -0.728
H (1.90, 1.17, -0.78)  0.239
H (3.13, 0.01, -1.03)  0.276
H (-2.92, -0.07, 2.29)  0.310
H (-3.04, -1.43, 1.64)  0.346
O (-2.90, -1.01, 2.49)  -0.632
H (3.35, -3.20, -1.40)  0.307
H (3.88, -2.41, -0.14)  0.291
O (3.35, -3.14, -0.45)  -0.604
H (-1.39, 2.46, 0.22)  0.266
H (-2.18, 3.40, 1.10)  0.270
O (-2.07, 2.47, 0.88)  -0.683
H (-1.26, -1.69, 1.02)  0.310
H (-0.17, -1.06, 0.27)  0.023
O (-0.62, -0.98, 1.12)  -0.323
H (-4.87, 0.82, 0.87)  0.347
H (-3.45, 1.26, 0.62)  0.323
O (-4.11, 0.62, 0.30)  -0.605
H (0.57, 1.55, 1.83)  0.088
H (-0.43, 0.98, 0.80)  0.076
O (0.44, 1.41, 0.88)  -0.062
H (0.44, 0.55, 4.01)  0.330
H (-0.48, 1.84, 4.02)  0.300
O (0.39, 1.50, 4.16)  -0.667
H (2.45, 0.16, 2.55)  0.267
H (2.20, -1.26, 1.82)  0.316
O (2.79, -0.52, 1.97)  -0.605
H (0.51, -4.12, 0.80)  0.286
H (0.65, -3.33, -0.67)  0.349
O (0.23, -3.97, -0.09)  -0.674
H (-0.12, -1.41, 2.74)  0.331
H (-0.29, -2.52, 3.77)  0.293
O (0.17, -1.69, 3.63)  -0.647
H (2.54, 3.40, 2.20)  0.315
H (2.55, 2.25, 1.14)  0.289
O (2.86, 3.14, 1.34)  -0.660

## Properties
* orbital gap: 9.30 eV
* ΔE to the lowest compared entry with this formula, charge and spin: 286.2 kJ/mol
* SMILES: CC[C@@H](NC)C(N)=O.O.O.O.O.O.O.O.O.O.O.O
* total charge: 0
* E_LUMO: -0.23 eV